[1]
Molecular formula: C4H3NO2S
Method: DFT, wB97M-V/def2-TZVPD

Highest occupied orbital energy, eV: -9.210
Energy above the lowest of the compared OMol25 structures with the same formula, charge and spin, kJ/mol: 497.5
Energy, eV: -20611.899
Orbital gap, eV: 8.48

XYZ file:
```
11
Properties=species:S:1:pos:R:3:forces:R:3
O -1.2141 -1.6773 1.5744 0.638 1.319 -0.258
C 0.6145 1.1924 0.1307 0.590 -0.952 -0.981
S 1.1878 -0.2606 -0.9608 2.626 -0.775 1.868
H 1.5447 1.7800 0.4341 -1.779 -0.527 -0.080
C -0.4706 -0.9325 0.9799 -1.916 -1.351 0.754
C -0.7922 1.4774 -0.1731 0.036 0.254 2.060
N 0.5786 -1.5205 0.1727 -1.114 3.480 0.236
C -0.6299 0.6825 0.8815 2.129 -2.640 -1.603
H -1.5428 2.0577 -0.6748 0.115 -0.089 -0.539
H 0.2728 -2.4504 -0.1769 0.358 1.065 0.069
O 0.4512 -0.3488 -2.1877 -1.683 0.216 -1.526
```
Forces are in eV/Å.

natural (NBO) population analysis, charges in e, atoms 1 to 2: atom 1 (O): -0.5331, atom 2 (C): -0.4907

---

[2]
Molecular formula: C4H3NO3
Method: DFT, wB97M-V/def2-TZVPD

Highest occupied orbital energy (spin up / spin down), eV: -7.670 / -7.668
Energy above the lowest of the compared OMol25 structures with the same formula, charge and spin, kJ/mol: 472.6
Energy, eV: -11824.636
Orbital gap (spin up / spin down), eV: 5.40 / 5.40

XYZ file:
```
11
Properties=species:S:1:pos:R:3:forces:R:3
C -0.6981 1.6034 1.8359 -1.131 0.062 0.317
C -1.6848 0.8649 1.0514 -0.653 -0.856 -1.163
H 0.1367 -0.6568 -2.0777 -0.401 0.197 -0.544
C 0.5638 -1.2306 -1.2741 -1.261 -1.760 0.360
H 0.8377 -2.3062 -1.5911 -0.127 1.753 0.530
O 2.7568 -0.1880 -0.7905 -1.661 0.159 0.498
C 1.6566 -0.4721 -0.8281 2.827 0.461 0.101
N -0.3156 0.7235 0.8725 0.946 -0.067 -0.391
O -2.7049 0.4212 0.5423 1.083 0.573 0.737
O -0.4140 2.3897 2.6914 0.635 -0.048 -0.146
H -0.1342 -1.1491 -0.4320 -0.257 -0.476 -0.300
```
Forces are in eV/Å.

natural (NBO) population analysis, charges in e, atoms 1 to 2: atom 1 (C): 0.5701, atom 2 (C): 0.5092

---

[3]
Molecular formula: C4H3NO3
Method: DFT, wB97M-V/def2-TZVPD

Highest occupied orbital energy, eV: -10.254
Energy above the lowest of the compared OMol25 structures with the same formula, charge and spin, kJ/mol: 265.0
Energy, eV: -11826.786
Orbital gap, eV: 10.15

XYZ file:
```
11
Properties=species:S:1:pos:R:3:forces:R:3
H 2.3420 -1.0154 0.4513 -0.423 -0.235 -0.001
O 1.5258 1.6447 0.3699 0.661 0.176 -0.573
H -2.4825 1.0195 -0.7929 -0.280 -0.248 0.279
O 0.1601 -2.5754 0.6581 -0.504 1.386 0.287
C -1.5659 1.1569 -0.2404 0.426 -0.388 -0.202
C 1.0784 0.5916 0.0751 -4.544 -0.367 1.387
O -0.6892 -1.0176 -0.7806 0.365 0.169 2.388
C -0.6428 0.2059 -0.1405 1.006 4.919 -2.125
C 0.1758 -1.4783 0.1781 3.563 -4.438 -1.848
N 1.4330 -0.6896 0.1313 -0.377 -0.945 0.191
H -1.3346 2.1575 0.0905 0.108 -0.029 0.218
```
Forces are in eV/Å.

natural (NBO) population analysis, charges in e, atoms 1 to 2: atom 1 (H): 0.4326, atom 2 (O): -0.5261